(1)
113
Properties=species:S:1:pos:R:3 method="wB97M-V/def2-TZVPD" charge=-1 spin_multiplicity=1 lumo_ha=0.0817 orbital_gap_ha=0.3312
P 0.02840 -0.37184 -1.76057
F 0.81146 -1.43645 -2.79531
F -0.83789 -1.56027 -1.04279
F 1.30047 -0.62462 -0.77518
F -0.70238 0.85811 -1.05534
F 1.05901 0.86687 -2.30874
F -1.00245 -0.11028 -2.97790
C -3.86538 7.30618 0.22592
O -3.47714 7.69791 -1.10110
C -3.26841 6.54653 -1.93106
C -2.61181 6.99622 -3.28051
N -2.58171 5.99424 -4.35473
C -1.48638 6.07144 -5.40018
C -1.41494 7.42070 -6.24802
O -0.17572 7.68074 -6.74771
C 0.06299 8.99318 -7.17632
H -4.79015 6.73192 0.28191
H -3.99410 8.28430 0.68938
H -3.03413 6.78098 0.69636
H -4.28180 6.20697 -2.14522
H -2.60029 5.79707 -1.50678
H -1.59869 7.20207 -2.93507
H -3.09209 7.92712 -3.58194
H -2.32618 5.10992 -3.93907
H -1.64344 5.24364 -6.09168
H -0.51881 5.88801 -4.93298
H -1.67437 8.27648 -5.62477
H -2.11278 7.48611 -7.08279
H -0.81877 9.46433 -7.61061
H 0.84206 8.93842 -7.93669
H 0.37230 9.60136 -6.32630
C 2.53001 6.56858 4.76460
O 2.98585 5.34369 4.23525
C 2.46564 4.95059 3.01132
C 3.47598 4.01925 2.31873
N 4.64882 4.71543 1.88403
C 4.99899 4.32523 0.55144
C 6.53419 4.72755 0.29396
O 7.27740 3.92465 1.19611
C 8.64589 3.99023 0.88978
H 2.92323 6.78469 5.75797
H 1.45707 6.65007 4.93849
H 2.84129 7.34541 4.06620
H 2.22287 5.83488 2.42207
H 1.49501 4.47171 3.14039
H 2.89897 3.61778 1.48567
H 3.58169 3.13549 2.94792
H 4.10504 5.53627 1.65905
H 4.30366 4.90201 -0.05843
H 4.83433 3.28261 0.27954
H 6.72107 5.79550 0.40651
H 6.71562 4.39036 -0.72657
H 9.17239 3.31074 1.56000
H 9.11912 4.96652 0.99468
H 8.95591 3.64343 -0.09598
C -0.24144 -3.81894 4.44791
O 0.12258 -5.18365 4.43927
C 0.60731 -5.76047 3.26247
C -0.47610 -6.34069 2.29882
N -0.69856 -7.74887 2.64719
C -1.22903 -8.01046 4.00371
C -1.74403 -9.41124 4.21153
O -0.73379 -10.36896 4.49072
C -1.32806 -11.72739 4.44906
H -0.43731 -3.46184 5.45896
H -1.06435 -3.60361 3.76633
H 0.58581 -3.17364 4.15236
H 1.29288 -6.56668 3.52347
H 1.20696 -5.17144 2.56852
H -0.30930 -6.29633 1.22257
H -1.35487 -5.72250 2.48243
H -1.15710 -8.24272 1.89490
H -2.16898 -7.45882 4.02128
H -0.60580 -7.70124 4.84279
H -2.26119 -9.70869 3.29930
H -2.42738 -9.50650 5.05536
H -2.29459 -11.74870 4.95251
H -0.67395 -12.41404 4.98642
H -1.32267 -12.10271 3.42572
C -8.59374 -0.41852 2.06004
C -7.42834 -0.85383 1.17306
C -6.25064 0.19006 1.05620
O -6.74380 1.29731 0.32484
C -6.85449 1.11018 -1.06505
N -6.94683 -2.10544 1.77618
H -8.99727 0.51510 1.66810
H -8.23705 -0.05429 3.02347
H -9.38027 -1.15393 2.22928
H -7.97752 -1.06851 0.25633
H -5.38610 -0.28414 0.59163
H -5.86698 0.74662 1.91127
H -5.92971 0.82162 -1.56466
H -7.08416 2.03671 -1.59127
H -7.46374 0.22747 -1.25932
H -6.18113 -2.60691 1.34919
H -7.07590 -2.38228 2.73889
C 2.86012 -7.33719 -3.19068
C 4.23761 -6.65012 -3.18285
C 4.48246 -5.79804 -1.91677
O 5.65899 -4.99270 -1.74025
C 5.60877 -3.78123 -2.53547
N 5.14439 -7.77802 -3.20375
H 2.16026 -6.52325 -3.37987
H 2.51543 -7.59120 -2.18830
H 2.73767 -8.22930 -3.80491
H 4.30036 -5.97560 -4.03679
H 4.42005 -6.31647 -0.95998
H 3.64084 -5.10889 -1.98662
H 5.73567 -4.14024 -3.55680
H 6.45778 -3.16093 -2.24824
H 4.74742 -3.11622 -2.47279
H 6.04897 -7.43084 -2.91861
H 4.87694 -8.33688 -2.40610

(2)
123
Properties=species:S:1:pos:R:3 method="wB97M-V/def2-TZVPD" charge=+1 spin_multiplicity=1 lumo_ha=-0.0759 orbital_gap_ha=0.3291
C -1.55534 2.71437 1.70519
O -1.01270 1.42470 2.00471
C -0.54430 1.39246 3.37057
C 0.51406 0.34459 3.65022
C -0.01116 -0.99336 4.20073
C -0.35113 -1.98603 3.10075
C -1.15297 -3.21596 3.57065
C -2.65055 -3.10783 3.25089
C -2.84520 -3.02432 1.72948
C -3.38161 -1.66209 1.31125
C -3.42847 -1.48696 -0.21787
C -3.14521 -0.03118 -0.61419
C -1.79740 0.18547 -1.30899
N -0.78245 0.77435 -0.34635
C 0.58666 0.29349 -0.53411
C 0.99608 -0.89528 0.05219
C 2.31654 -1.27237 -0.16796
C 3.14662 -0.45309 -0.93345
N 2.73646 0.68384 -1.50245
C 1.47629 1.04879 -1.29156
H -1.90442 3.21201 2.60376
H -2.40343 2.57522 1.04573
H -0.81977 3.33481 1.19376
H -1.40589 1.22451 4.01831
H -0.15931 2.38875 3.58626
H 1.22311 0.73789 4.37274
H 1.07478 0.13704 2.73727
H 0.75503 -1.42411 4.83877
H -0.90725 -0.83744 4.80106
H 0.58006 -2.34847 2.66541
H -0.91621 -1.46802 2.32755
H -1.04656 -3.32010 4.64948
H -0.77851 -4.11591 3.09030
H -3.05195 -2.21838 3.73477
H -3.14409 -3.98791 3.65193
H -3.49933 -3.79474 1.32688
H -1.86630 -3.14843 1.26357
H -4.37535 -1.53116 1.73270
H -2.70869 -0.89047 1.68113
H -4.38297 -1.80735 -0.62764
H -2.67746 -2.16191 -0.62760
H -3.16557 0.57481 0.28431
H -3.92721 0.35762 -1.25930
H -1.42529 -0.71575 -1.77685
H -1.93125 0.95922 -2.05670
H -0.79599 1.78601 -0.51816
H -1.04587 0.61106 0.63749
H 0.33063 -1.49729 0.65102
H 2.70716 -2.18445 0.25798
H 4.17062 -0.74717 -1.08803
H 1.14005 1.97741 -1.73747
C -2.58026 3.78547 -2.65695
O -1.88607 3.30190 -1.75295
N -3.93244 3.62298 -2.66822
N -2.05125 4.49479 -3.67287
H -4.52573 3.99693 -3.38490
H -4.34838 3.10604 -1.91761
H -1.06142 4.65488 -3.68977
H -2.59951 4.90791 -4.40272
C 2.47913 1.86907 6.91473
O 1.88941 0.80958 6.78398
N 2.09013 3.01340 6.26770
N 3.57067 2.00045 7.72443
H 2.55629 3.89422 6.37135
H 1.28167 2.95724 5.67943
H 3.87585 1.18256 8.21732
H 4.06610 2.86150 7.85348
C 0.70934 6.45718 1.36182
O 0.37162 7.06201 2.35926
N -0.07111 6.38632 0.23796
N 1.90591 5.78751 1.27731
H 0.19239 5.89084 -0.59249
H -0.95008 6.86820 0.25768
H 2.50687 5.82402 2.07833
H 2.20559 5.28767 0.46294
C 4.90855 -3.91535 -0.16111
O 3.70669 -4.14261 -0.23200
N 5.70028 -4.45801 0.80581
N 5.54721 -3.08940 -1.04130
H 6.68255 -4.27305 0.88155
H 5.26540 -5.07439 1.46641
H 4.98851 -2.67663 -1.76289
H 6.52269 -2.84988 -0.99528
C 7.46989 0.15042 -0.17915
O 7.49614 -1.02079 -0.53486
N 8.55298 0.76781 0.36548
N 6.34022 0.91161 -0.29062
H 8.55192 1.72321 0.66697
H 9.39236 0.22755 0.46047
H 5.53622 0.46745 -0.68631
H 6.27728 1.86656 0.00518
C -6.25173 -1.21550 -4.24323
O -6.52926 -0.13069 -4.72225
N -7.17975 -2.03803 -3.67283
N -4.96534 -1.69724 -4.23745
H -6.97455 -2.93948 -3.27789
H -8.13254 -1.72508 -3.68548
H -4.26236 -1.12099 -4.65852
H -4.70778 -2.58569 -3.85178
C 7.18266 -7.21885 -2.38615
O 7.18733 -8.40084 -2.66696
N 8.27227 -6.59201 -1.83421
N 6.09602 -6.41330 -2.59634
H 8.29211 -5.61816 -1.60310
H 9.08674 -7.15230 -1.66973
H 5.28304 -6.83827 -2.99957
H 6.07299 -5.43744 -2.36496
C 0.10713 6.23458 -6.06905
O -0.56032 6.38714 -5.05223
N -0.42531 6.37936 -7.31464
N 1.43293 5.91458 -6.02668
H 0.10239 6.26534 -8.15890
H -1.39450 6.62742 -7.37716
H 1.85559 5.81696 -5.12359
H 1.99832 5.79109 -6.84480
C -9.00214 -3.87214 -0.94041
O -8.69579 -4.33699 -2.02747
N -8.83443 -2.54140 -0.67064
N -9.51481 -4.63104 0.06942
H -9.05088 -2.10299 0.20382
H -8.46251 -1.98515 -1.41722
H -9.64399 -5.60868 -0.11224
H -9.77219 -4.26229 0.96448

(3)
106
Properties=species:S:1:pos:R:3 method="wB97M-V/def2-TZVPD" smiles=COC[C@H](C)N.COC[C@H](C)N.COCCNCCOC.COCCNCCOC.COCCNCCOC spin_multiplicity=1 lumo_ha=0.0217 orbital_gap_ha=0.3255
C 12.47235 -15.80253 -22.70515
O 13.48207 -15.26992 -23.51557
C 14.45181 -14.53742 -22.79883
C 15.49502 -15.38520 -22.07646
C 16.28069 -14.53842 -21.08919
N 16.40736 -15.97259 -23.11014
H 12.80268 -16.76248 -22.28656
H 11.57269 -16.02061 -23.28364
H 12.12316 -15.16826 -21.88341
H 14.87434 -13.71674 -23.39559
H 13.95445 -13.79567 -22.14488
H 14.94463 -16.18565 -21.56963
H 16.90177 -15.20543 -20.49348
H 15.59998 -14.03118 -20.40416
H 16.81379 -13.81016 -21.70153
H 15.67539 -16.14509 -23.80320
H 16.89681 -15.17067 -23.50579
C 9.96656 -14.77695 -9.04463
O 10.71360 -15.61781 -9.91492
C 10.88009 -15.15971 -11.23150
C 11.77397 -16.08897 -12.02679
C 13.20056 -16.26004 -11.53514
N 11.73920 -15.64000 -13.42252
H 10.16188 -15.15702 -8.04570
H 8.90967 -14.92209 -9.28721
H 10.29134 -13.74344 -9.17942
H 9.89126 -15.02590 -11.69687
H 11.23762 -14.11789 -11.27433
H 11.31882 -17.08716 -11.98680
H 13.62765 -15.30973 -11.22129
H 13.73114 -16.74952 -12.35483
H 13.25068 -17.00955 -10.74398
H 11.88353 -16.38656 -14.08301
H 10.93601 -15.08116 -13.66063
C 15.45664 -22.24170 -19.35248
O 15.06873 -21.43950 -18.24463
C 16.09936 -20.83325 -17.48478
C 15.37240 -19.87775 -16.51979
N 14.98330 -18.71829 -17.28641
C 14.11465 -17.86194 -16.46245
C 13.96536 -16.44156 -17.05968
O 12.79105 -16.24329 -17.82913
C 13.02751 -16.53687 -19.19373
H 16.51521 -22.36101 -19.58280
H 15.06351 -21.70847 -20.22767
H 14.87930 -23.16442 -19.30191
H 16.76996 -20.24602 -18.11714
H 16.79691 -21.54399 -17.02508
H 16.05249 -19.60753 -15.70347
H 14.52922 -20.34129 -15.98335
H 14.53850 -18.98594 -18.15483
H 14.62909 -17.76486 -15.50516
H 13.12968 -18.31669 -16.29588
H 14.89304 -16.09844 -17.51995
H 13.89340 -15.85636 -16.13651
H 13.71108 -15.84681 -19.70159
H 12.06553 -16.43174 -19.69492
H 13.42330 -17.54699 -19.32880
C 12.99802 -20.02014 -23.88122
O 14.25941 -19.69060 -24.45035
C 15.12280 -18.87644 -23.67269
C 15.74742 -19.62241 -22.48617
N 16.81802 -18.78511 -21.93514
C 17.23052 -19.24444 -20.60877
C 18.60475 -18.63517 -20.22612
O 18.89151 -19.13772 -18.93095
C 20.16879 -18.75258 -18.44343
H 13.22113 -20.78465 -23.13467
H 12.42459 -20.47720 -24.68753
H 12.38935 -19.18227 -23.53442
H 14.58094 -17.98143 -23.34960
H 15.90425 -18.54397 -24.35132
H 16.13360 -20.55505 -22.90767
H 15.01700 -19.95994 -21.73954
H 16.51532 -17.82713 -21.79268
H 17.40485 -20.31921 -20.55673
H 16.53205 -18.90704 -19.83420
H 18.45202 -17.55325 -20.19100
H 19.27453 -19.01977 -20.99636
H 20.14990 -17.78661 -17.93946
H 21.04726 -18.95777 -19.05933
H 20.31235 -19.50974 -17.65857
C 5.46211 -20.95354 -13.32358
O 6.73179 -21.01612 -13.94578
C 7.76544 -21.32392 -13.04993
C 9.11101 -21.32792 -13.75297
N 9.28242 -20.11098 -14.60101
C 10.18290 -20.34314 -15.71299
C 9.65450 -21.20231 -16.88068
O 10.30053 -22.41258 -17.07930
C 11.52175 -22.34630 -17.76891
H 5.46683 -20.24530 -12.48943
H 5.30629 -21.93679 -12.85573
H 4.70618 -20.78502 -14.08179
H 7.60503 -22.33070 -12.64718
H 7.84959 -20.60965 -12.22472
H 9.36941 -22.17742 -14.39997
H 9.96083 -21.37411 -13.06138
H 8.32317 -19.85600 -14.81036
H 11.00230 -20.94102 -15.30096
H 10.51427 -19.34847 -16.01683
H 9.56713 -20.55851 -17.77392
H 8.56178 -21.25251 -16.77240
H 11.55839 -21.41932 -18.35582
H 11.64970 -23.13967 -18.50701
H 12.35570 -22.33290 -17.06184

(4)
106
Properties=species:S:1:pos:R:3 method="wB97M-V/def2-TZVPD" charge=-2 spin_multiplicity=2 lumo_ha="0.1567 / 0.1568" orbital_gap_ha="0.1655 / 0.1677"
Ru -0.00410 -0.53666 0.05500
C -2.00971 0.08310 4.19457
C -1.23542 0.26929 2.90905
S -1.12727 -1.10998 1.90712
C -0.68877 1.46273 2.55464
C -0.79504 2.69032 3.42351
S 0.10465 1.60700 1.04071
H -2.41279 -0.92869 4.24209
H -2.84692 0.78575 4.25678
H -1.37939 0.23814 5.07502
H -1.06665 2.44750 4.45282
H -1.55052 3.38221 3.03288
H 0.14489 3.23333 3.45008
C 2.26388 0.67370 -2.27932
O 0.94342 0.69114 -1.77532
Si -0.40742 0.24348 -2.69649
C -0.67620 1.51859 -4.06518
C 0.04173 -1.30600 -3.62095
C -1.66609 0.15383 -1.42073
Si -2.45996 1.76267 -0.99363
C -3.89851 2.18216 -2.16869
C -1.36090 3.29440 -1.23100
C -3.26074 1.83121 0.70403
Si -2.85086 -1.24964 -1.56115
C -3.89882 -1.13235 -3.15839
C -2.12714 -2.97016 -1.67972
C -4.14468 -1.26874 -0.20072
H 2.32980 1.27562 -3.19388
H 2.58628 -0.35047 -2.48929
H 2.92887 1.08855 -1.52243
H 0.11134 1.44589 -4.82348
H -0.69070 2.54056 -3.68817
H -1.63566 1.32995 -4.55730
H 0.79265 -1.07489 -4.38572
H -0.82948 -1.74218 -4.11911
H 0.45201 -2.03144 -2.91479
H -3.60935 2.05811 -3.21656
H -4.19191 3.22762 -2.01653
H -4.77619 1.55501 -1.99017
H -1.54686 3.74161 -2.21278
H -0.29667 3.08200 -1.15102
H -1.60913 4.03842 -0.46770
H -4.34529 1.70853 0.62807
H -3.05750 2.79445 1.18145
H -2.87410 1.04655 1.35003
H -3.25239 -1.05346 -4.04019
H -4.55808 -0.26210 -3.16114
H -4.51979 -2.02906 -3.27473
H -2.07453 -3.30130 -2.72172
H -2.75971 -3.67058 -1.12267
H -1.11762 -3.00606 -1.27455
H -4.75178 -0.35985 -0.19826
H -3.68120 -1.36679 0.78311
H -4.81111 -2.12251 -0.36904
C 5.42637 2.84327 1.52603
Si 4.52944 2.36689 3.10297
C 5.66323 2.82637 4.53697
C 3.02277 3.45567 3.18890
Si 3.93349 0.12415 3.06180
Te 2.39537 -0.34535 1.29035
Si 5.85878 -1.14258 2.82621
C 6.63577 -0.82535 1.14795
C 5.42191 -2.96411 2.87251
C 7.19813 -0.84604 4.11340
Si 2.97574 -0.41461 5.11090
C 2.27028 -2.14620 5.01823
C 1.53487 0.73015 5.44674
C 4.10069 -0.35330 6.62494
H 5.59969 3.92417 1.49746
H 4.82705 2.56002 0.65658
H 6.39007 2.33434 1.43609
H 5.92585 3.88789 4.46779
H 6.58743 2.24233 4.52949
H 5.18151 2.65191 5.50286
H 3.28422 4.49461 2.96091
H 2.54588 3.42100 4.17158
H 2.29121 3.11013 2.45482
H 5.86927 -0.88140 0.36992
H 7.41067 -1.56858 0.93128
H 7.08332 0.17065 1.09238
H 4.56069 -3.15739 2.22666
H 5.15057 -3.28773 3.88132
H 6.26353 -3.57239 2.52440
H 7.58293 0.17612 4.07027
H 8.02771 -1.53545 3.92278
H 6.83640 -1.01051 5.13119
H 1.63970 -2.24200 4.12902
H 1.66115 -2.35899 5.90330
H 3.05489 -2.90415 4.94314
H 0.90525 0.80148 4.55456
H 1.86473 1.74203 5.69968
H 0.92766 0.34539 6.27340
H 4.94179 -1.04591 6.53189
H 3.52422 -0.63336 7.51340
H 4.51872 0.64406 6.78635
C 0.38959 -4.06673 0.66065
C 1.35072 -3.34685 -0.28534
C 1.78635 -4.28382 -1.41071
O 0.83747 -2.18178 -0.86187
H 0.91843 -4.83160 1.24042
H -0.42530 -4.54737 0.11053
H -0.04613 -3.35173 1.35586
H 2.25043 -3.12709 0.31072
H 0.91200 -4.62135 -1.97864
H 2.31674 -5.16202 -1.02427
H 2.44982 -3.74933 -2.09532